The following is a quantum chemistry calculation of a molecular structure, C3H3N2O3S4W, from OMol25.

Properties
- HOMO-LUMO gap (alpha / beta): 6.7 / 7.2 eV
- <S²>: 2.01
- 2S+1: 3
- Total charge: +1
- LUMO energy (alpha / beta): -5.74 / -5.44 eV

Last column: Löwdin spin population.
Element x y z (Å)
1 W 0.58305 -0.75882 -1.47408  0.8166
2 O -1.48821 2.01127 3.83556  0.0030
3 C -1.08627 1.57672 2.78130  0.0017
4 S -1.70840 0.02890 2.00515  0.0048
5 C -0.35198 -0.32803 1.00752  0.0129
6 C 0.55584 0.74286 0.87338  0.0054
7 S 1.79374 0.89621 -0.42245  0.0901
8 S 0.29170 2.15636 1.81973  0.0021
9 S -0.37002 -2.01562 0.25005  0.0641
10 N -0.76603 0.33240 -2.62121  0.0418
11 H -1.77001 0.12861 -2.62074  0.0100
12 H -0.54185 0.22706 -3.61480  0.0016
13 H -0.65591 1.31523 -2.29978  0.0052
14 O 2.57460 -2.73256 1.69569  0.3874
15 N 1.65089 -1.90941 1.61073  0.5946
16 O 1.28888 -1.67118 -2.82606  -0.0411

The following is a quantum chemistry calculation of a gas-phase ion, C3H3N2O5P (charge -2), from OMol25.

Properties
- HOMO-LUMO gap: 6.7 eV
- SMILES string: O=C=N[C@H](/N=C/[O-])[P@](=O)([O-])O
- Energy relative to the best compared isomer or geometry (same formula, charge and spin): 171.7 kJ/mol
- 2S+1: 1
- Total charge: -2
- LUMO energy: 5.92 eV

Last column: Löwdin charge in e.
Element x y z (Å)
1 O -2.11173 1.92896 -1.99271  0.0011
2 C -1.39264 1.12486 -1.48480  -0.4298
3 N -0.61660 0.43956 -0.92083  0.1308
4 C 0.54483 0.06898 0.19353  -0.3898
5 N 1.16341 -1.06276 -0.19858  -0.0409
6 C 1.46135 -1.36676 -1.44149  -0.5419
7 O 1.97373 -2.34414 -1.99543  -0.1471
8 P -0.37910 -0.34224 1.75504  0.2101
9 O 0.52301 -0.82219 2.76966  -0.3629
10 O -1.66946 -1.03961 1.57928  -0.3815
11 O -0.74155 1.27391 2.24335  -0.2671
12 H 1.13423 0.98510 0.32349  0.0995
13 H 1.06195 -0.42845 -2.16782  0.1166
14 H -0.95145 1.58478 1.33730  0.0028

The following is a quantum chemistry calculation of a gas-phase ion, C3H3N2S (charge -1), from OMol25.

Properties
- HOMO-LUMO gap: 6.6 eV
- SMILES string: [S-]n1cccn1
- Energy relative to the best compared isomer or geometry (same formula, charge and spin): 80.0 kJ/mol
- 2S+1: 1
- Total charge: -1
- LUMO energy: 4.18 eV

Last column: Löwdin charge in e.
Element x y z (Å)
1 S -2.27870 1.13037 1.24228  0.1618
2 N -0.88266 0.54526 0.53680  -0.7055
3 C -0.76247 -0.46489 -0.32698  -0.2485
4 C 0.57748 -0.66903 -0.61407  -0.1511
5 C 1.24620 0.30296 0.12706  -0.2767
6 N 0.43406 1.06792 0.83272  0.0068
7 H -1.63303 -0.98659 -0.68249  0.0844
8 H 0.99439 -1.42598 -1.25863  0.0578
9 H 2.30473 0.49997 0.14330  0.0710

The following is a quantum chemistry calculation of a gas-phase ion, C3H3N2S3 (charge -1), from OMol25.

Properties
- HOMO-LUMO gap: 6.2 eV
- Energy relative to the best compared isomer or geometry (same formula, charge and spin): 488.9 kJ/mol
- 2S+1: 1
- Total charge: -1
- LUMO energy: 3.23 eV

Last column: Löwdin charge in e.
Element x y z (Å)
1 C 0.04252 0.83694 -0.09668  -0.9027
2 C -0.52820 0.83541 2.92676  -0.9599
3 C 1.06588 -1.30833 -1.40994  -0.4258
4 N -1.17961 1.06731 -0.26424  -0.3355
5 N -2.16383 1.36354 0.39607  -0.3341
6 S 0.74268 0.55909 1.74633  0.6155
7 S -2.05546 1.16519 2.29037  0.6078
8 S 0.97907 0.51082 -1.61117  0.7295
9 H 0.13386 -1.66211 -1.14259  -0.0001
10 H 1.75418 -1.57663 -0.56986  0.0454
11 H 1.20891 -1.79122 -2.26505  -0.0400

The following is a quantum chemistry calculation of a single C3H3N3 molecule, from OMol25.

Properties
- HOMO-LUMO gap: 10.9 eV
- SMILES string: N#C[C@@H]1N=C1N
- Energy relative to the best compared isomer or geometry (same formula, charge and spin): 157.3 kJ/mol
- 2S+1: 1
- Total charge: 0
- LUMO energy: 0.52 eV

Last column: Löwdin charge in e.
Element x y z (Å)
1 N -0.79223 2.75583 -0.27830  0.1372
2 C -0.22976 1.84059 0.15299  -0.1889
3 C 0.44939 0.65565 0.65707  -0.2287
4 N 1.47869 -0.00066 -0.26054  0.1942
5 C 0.36739 -0.57171 -0.09501  -0.4262
6 N -0.38403 -1.62911 -0.43733  0.1699
7 H 0.64357 0.65557 1.72858  0.1205
8 H -1.34918 -1.62664 -0.14923  0.1090
9 H -0.18385 -2.07952 -1.31822  0.1131

The following is a quantum chemistry calculation of a single C3H3N3 molecule, from OMol25.

Properties
- HOMO-LUMO gap (alpha / beta): 6.7 / 8.4 eV
- SMILES string: CN=C=NC#N
- Energy relative to the best compared isomer or geometry (same formula, charge and spin): 532.5 kJ/mol
- 2S+1: 1
- Total charge: 0
- LUMO energy (alpha / beta): -1.99 / -1.52 eV

Last column: Löwdin charge in e.
Element x y z (Å)
1 C -1.48470 0.10322 -0.38812  -0.0615
2 N -0.12253 0.41667 -0.58572  -0.0092
3 C 0.98864 0.53692 -0.99985  -0.0590
4 N 1.66153 -0.63569 -0.17607  0.1009
5 C 2.01329 -0.35306 1.04342  -0.4148
6 N 2.45511 -0.19177 2.11497  0.1533
7 H -1.68754 -0.93143 -0.66453  0.0983
8 H -2.09193 0.77785 -1.00481  0.0970
9 H -1.73186 0.27728 0.66071  0.0949

The following is a quantum chemistry calculation of a single C3H3N3 molecule, from OMol25.

Properties
- HOMO-LUMO gap (alpha / beta): 7.8 / 8.1 eV
- Energy relative to the best compared isomer or geometry (same formula, charge and spin): 497.0 kJ/mol
- 2S+1: 1
- Total charge: 0
- LUMO energy (alpha / beta): -1.16 / -0.69 eV

Last column: Löwdin charge in e.
Element x y z (Å)
1 C 0.05064 0.85476 -0.24291  -0.0194
2 C 1.20122 0.09873 0.03845  -0.1540
3 N 0.99645 -1.19210 0.32023  0.0751
4 N -0.37182 -1.22921 0.28501  -0.1587
5 N -1.11508 -1.22940 -0.76756  0.2002
6 C -1.06187 0.02109 0.10861  -0.2716
7 H 0.02614 1.91761 -0.43823  0.0934
8 H 2.22275 0.46626 0.02340  0.1070
9 H -1.94844 0.29226 0.67300  0.1281

The following is a quantum chemistry calculation of a molecular structure, C3H3N3O, from OMol25.

Properties
- HOMO-LUMO gap: 9.2 eV
- Energy relative to the best compared isomer or geometry (same formula, charge and spin): 406.4 kJ/mol
- 2S+1: 1
- Total charge: 0
- LUMO energy: -0.77 eV

Last column: Löwdin charge in e.
Element x y z (Å)
1 O -0.12062 0.88275 -1.51890  0.1069
2 C -0.85178 0.47974 -0.63344  -0.5571
3 N -1.20000 -0.87405 -0.47667  0.0579
4 N -0.04900 -1.41759 0.14892  0.0610
5 C 0.80851 -0.56068 0.58282  -0.1122
6 C 0.52496 0.91857 0.66059  -0.1010
7 N -0.73267 1.22991 0.54835  0.1728
8 H -1.33047 -1.35924 -1.36505  0.1390
9 H 1.65903 -0.95157 1.13693  0.1105
10 H 1.29204 1.65216 0.91645  0.1221

The following is a quantum chemistry calculation of a single C3H3N3O molecule, from OMol25.

Properties
- HOMO-LUMO gap: 10.4 eV
- SMILES string: C=NNC(=O)C#N
- Energy relative to the best compared isomer or geometry (same formula, charge and spin): 225.2 kJ/mol
- 2S+1: 1
- Total charge: 0
- LUMO energy: -0.02 eV

Last column: Löwdin charge in e.
Element x y z (Å)
1 C -1.92636 0.36642 0.01442  -0.0092
2 N -0.68666 0.56565 0.02798  -0.0088
3 N 0.02829 -0.51536 -0.03458  -0.0011
4 C 1.36678 -0.60578 -0.03043  -0.4499
5 O 2.04637 -1.61009 0.00768  0.0927
6 C 2.02443 0.77419 0.14618  -0.0883
7 N 2.49281 1.83257 -0.07269  0.1543
8 H -2.59411 1.23219 -0.04303  0.0805
9 H -2.39404 -0.60510 0.02118  0.0755
10 H -0.35750 -1.43469 -0.03672  0.1542

The following is a quantum chemistry calculation of a single C3H3N3O molecule, from OMol25.

Properties
- HOMO-LUMO gap: 9.6 eV
- Energy relative to the best compared isomer or geometry (same formula, charge and spin): 392.0 kJ/mol
- 2S+1: 1
- Total charge: 0
- LUMO energy: -0.29 eV

Last column: Löwdin charge in e.
Element x y z (Å)
1 N -0.67407 -0.93360 0.98615  -0.0095
2 C -1.15668 -0.13575 0.06780  -0.0199
3 N 0.60414 -1.54110 0.71365  0.0574
4 N 0.98737 -1.10860 -0.37417  0.0508
5 O 1.02111 1.52340 0.69254  0.0844
6 C 0.39520 1.32204 -0.30809  -0.2442
7 C 0.02618 -0.10604 -0.83664  -0.3138
8 H -1.04537 -1.07415 1.91217  0.1286
9 H -0.06322 2.10875 -0.92985  0.1283
10 H -0.09465 -0.05495 -1.92355  0.1377

The following is a quantum chemistry calculation of a molecular structure, C3H3N3O, from OMol25.

Properties
- HOMO-LUMO gap: 9.2 eV
- Energy relative to the best compared isomer or geometry (same formula, charge and spin): 460.2 kJ/mol
- 2S+1: 1
- Total charge: 0
- LUMO energy: -0.62 eV

Last column: Löwdin charge in e.
Element x y z (Å)
1 N -1.80182 0.63122 0.95811  0.1933
2 C -0.80266 -0.04321 0.80248  -0.2501
3 N -0.01939 -1.12490 1.13082  0.0763
4 N 0.29611 -1.54794 -0.04188  0.0376
5 O 1.83492 0.87736 0.43989  0.0411
6 C 1.24476 0.67356 -0.59239  -0.2680
7 C 0.27031 -0.44790 -0.85878  -0.1486
8 H -2.53473 0.30484 1.57617  0.0893
9 H 1.38824 1.31597 -1.48501  0.1226
10 H 0.12428 -0.63900 -1.92942  0.1066

The following is a quantum chemistry calculation of a single C3H3N3O molecule, from OMol25.

Properties
- HOMO-LUMO gap: 10.3 eV
- SMILES string: O=Cn1ccnn1
- Energy relative to the best compared isomer or geometry (same formula, charge and spin): 193.5 kJ/mol
- 2S+1: 1
- Total charge: 0
- LUMO energy: 0.08 eV

Last column: Löwdin charge in e.
Element x y z (Å)
1 O -1.21210 -2.12207 -1.45836  0.1324
2 C -0.51490 -1.71691 -0.59750  -0.2044
3 N -0.31640 -0.29770 -0.25889  -0.0638
4 C 0.54025 0.19984 0.63017  -0.1107
5 C 0.56293 1.56046 0.51081  -0.1087
6 N -0.29227 1.82107 -0.51517  -0.0099
7 N -0.80673 0.78685 -0.96727  0.0421
8 H 0.17739 -2.20282 0.04656  0.1205
9 H 0.92116 -0.35201 1.42327  0.0992
10 H 0.94066 2.32330 1.18639  0.1034